(1)
{
  "formula": "C8H12N6O",
  "method": "ωB97M-V/def2-TZVPD",
  "species": ["C", "C", "N", "C", "C", "N", "N", "C", "C", "O", "N", "C", "C", "N", "N", "H", "H", "H", "H", "H", "H", "H", "H", "H", "H", "H", "H"],
  "xyz": [[-0.768, -2.258, 0.265], [-0.600, -0.700, -0.273], [-1.776, 0.095, -0.104], [-2.170, 1.140, -0.866], [-3.372, 1.491, -0.297], [-3.638, 0.648, 0.714], [-2.676, -0.246, 0.781], [0.520, 0.100, 0.799], [1.943, -0.455, 0.722], [0.017, 0.023, 2.098], [0.597, 1.506, 0.414], [1.418, 2.065, -0.530], [1.002, 3.391, -0.473], [0.067, 3.508, 0.498], [-0.220, 2.411, 0.947], [0.222, -2.327, 0.560], [-1.560, -2.064, 0.967], [-1.044, -2.731, -0.590], [-0.208, -0.674, -1.386], [-1.622, 1.577, -1.612], [-3.937, 2.344, -0.520], [2.795, 0.120, 1.236], [1.782, -1.517, 1.045], [2.334, -0.582, -0.268], [-0.860, 0.300, 1.964], [2.200, 1.548, -1.073], [1.546, 4.224, -0.849]],
  "homo_lumo_gap_ha": 0.3781,
  "total_charge": 0,
  "smiles": "C[C@@H](n1ccnn1)[C@](C)(O)n1ccnn1"
}

(2)
{
  "formula": "C8H12NO",
  "method": "ωB97M-V/def2-TZVPD",
  "species": ["C", "C", "C", "C", "C", "C", "C", "C", "N", "O", "H", "H", "H", "H", "H", "H", "H", "H", "H", "H", "H", "H"],
  "xyz": [[-1.354, 0.513, 0.132], [-1.210, -0.979, 0.201], [-2.460, 1.194, -0.195], [-2.095, -1.965, 0.295], [0.201, 2.328, 0.232], [1.099, -0.549, -0.133], [1.568, -0.461, -1.535], [2.204, -0.480, 1.009], [-0.073, 1.109, 0.193], [0.061, -1.362, 0.079], [-2.752, 2.261, -0.298], [-3.405, 0.547, -0.105], [-1.751, -3.002, 0.446], [-3.133, -1.786, 0.529], [1.199, 2.506, 0.340], [-0.539, 3.074, 0.511], [0.893, -0.496, -2.358], [2.034, -1.395, -1.482], [2.294, 0.385, -1.628], [3.052, -1.146, 0.909], [1.603, -0.859, 1.927], [2.565, 0.564, 0.934]],
  "homo_lumo_gap_ha": 0.3023,
  "total_charge": 1
}

(3)
{
  "formula": "C8H12NOP",
  "method": "ωB97M-V/def2-TZVPD",
  "species": ["C", "C", "C", "C", "C", "C", "C", "C", "N", "O", "P", "H", "H", "H", "H", "H", "H", "H", "H", "H", "H", "H", "H"],
  "xyz": [[0.502, -0.800, 0.162], [0.079, 0.487, 0.099], [1.868, -1.298, -0.065], [-1.495, 0.791, 0.378], [0.973, 1.551, -0.350], [-2.529, 0.126, -0.492], [2.379, 1.120, 0.327], [-2.844, -1.326, -0.251], [2.764, -0.236, -0.117], [2.119, -2.436, -0.413], [-1.201, -1.774, 0.340], [-1.678, 0.662, 1.424], [-1.581, 1.826, 0.234], [1.187, 1.658, -1.453], [0.573, 2.605, -0.066], [-3.488, 0.722, -0.443], [-2.016, 0.152, -1.419], [3.010, 2.010, -0.127], [2.469, 1.211, 1.396], [-2.890, -1.908, -1.188], [3.773, -0.557, -0.110], [-0.938, -3.056, 0.386], [-1.036, -1.530, 1.745]],
  "homo_lumo_gap_ha": 0.2897,
  "total_charge": 0
}

(4)
{
  "formula": "C8H12NS2",
  "method": "ωB97M-V/def2-TZVPD",
  "species": ["C", "C", "C", "C", "C", "C", "C", "C", "N", "S", "S", "H", "H", "H", "H", "H", "H", "H", "H", "H", "H", "H", "H"],
  "xyz": [[3.899, 0.401, 0.448], [2.709, 1.150, 0.577], [3.762, -0.987, 0.303], [1.509, 0.593, 0.253], [2.525, -1.631, 0.094], [1.395, -0.811, 0.019], [-3.900, 1.110, -1.068], [-3.179, 0.419, -0.013], [-1.983, 0.801, 0.344], [-3.860, -1.004, 0.704], [-0.223, -1.435, -0.528], [4.812, 0.912, 0.650], [2.793, 2.250, 0.423], [4.520, -1.709, 0.166], [0.683, 1.373, -0.008], [2.463, -2.667, 0.008], [-5.089, 1.089, -1.070], [-3.411, 2.100, -1.211], [-3.807, 0.439, -1.818], [-0.072, -2.659, 0.056], [-1.398, -0.008, 0.723], [-1.557, 1.618, -0.093], [-2.592, -1.344, 1.040]],
  "homo_lumo_gap_ha": 0.2889,
  "total_charge": 1
}

(5)
{
  "formula": "C8H12O",
  "method": "ωB97M-V/def2-TZVPD",
  "species": ["C", "C", "C", "C", "C", "C", "C", "C", "O", "H", "H", "H", "H", "H", "H", "H", "H", "H", "H", "H", "H"],
  "xyz": [[0.752, -0.069, -0.008], [0.987, 0.187, 1.485], [1.199, 1.149, -0.826], [1.560, -1.304, -0.447], [-0.721, -0.294, -0.239], [-2.417, 0.570, -0.975], [-1.683, -0.837, 0.613], [-2.751, 0.000, 0.233], [-1.230, 0.037, -1.448], [-2.893, 1.313, -1.590], [-1.530, -1.235, 1.597], [-3.648, 0.200, 0.788], [0.635, 2.033, -0.533], [1.249, -2.187, 0.108], [0.751, -0.695, 2.077], [2.035, 0.433, 1.656], [0.368, 1.011, 1.835], [1.043, 0.980, -1.889], [2.259, 1.337, -0.662], [1.415, -1.502, -1.508], [2.619, -1.127, -0.269]],
  "homo_lumo_gap_ha": 0.3100,
  "total_charge": 0
}

(6)
{
  "formula": "C8H12O",
  "method": "ωB97M-V/def2-TZVPD",
  "species": ["C", "C", "C", "O", "C", "C", "C", "C", "C", "H", "H", "H", "H", "H", "H", "H", "H", "H", "H", "H", "H"],
  "xyz": [[-0.356, -1.612, 1.290], [-0.550, -0.823, 0.162], [-1.850, -1.029, -0.666], [-2.845, -1.726, -0.357], [0.236, 0.412, 0.097], [-0.300, 1.714, 0.026], [-1.799, 1.972, 0.061], [1.704, 0.136, 0.235], [2.377, -0.890, -0.772], [-1.130, -2.413, 1.429], [0.386, -1.222, 1.874], [-1.607, -0.673, -1.861], [0.475, 2.642, 0.334], [-2.071, 3.026, 0.441], [-2.595, 1.217, 0.363], [-2.189, 2.533, -0.887], [2.594, 0.988, 0.354], [1.600, -0.738, 1.108], [3.452, -0.913, -0.349], [2.526, -0.626, -2.013], [1.940, -1.974, -0.868]],
  "homo_lumo_gap_ha": 0.2994,
  "total_charge": 0,
  "smiles": "C=C(C=O)/C(=C\\C)CC"
}

(7)
{
  "formula": "C8H12O2",
  "method": "ωB97M-V/def2-TZVPD",
  "species": ["C", "C", "C", "C", "C", "C", "O", "C", "C", "H", "H", "H", "H", "H", "H", "H", "H", "H", "H", "O", "H", "H"],
  "xyz": [[-0.392, -1.977, 0.775], [-1.199, -0.896, -0.045], [-0.613, 0.503, -0.012], [0.670, 0.724, 0.538], [1.223, 2.035, 0.682], [0.481, 3.161, 0.362], [0.888, 4.351, 0.755], [-0.765, 2.947, -0.264], [-1.231, 1.641, -0.490], [-0.961, -2.922, 0.799], [-0.121, -1.704, 1.809], [0.535, -2.139, 0.200], [-1.324, -1.156, -1.114], [-2.208, -0.768, 0.390], [1.355, -0.051, 0.907], [2.174, 2.035, 1.232], [1.763, 4.399, 1.212], [-1.462, 3.762, -0.497], [-2.240, 1.557, -0.914], [0.752, -5.095, -2.170], [1.181, -5.961, -1.990], [1.492, -4.446, -2.164]],
  "homo_lumo_gap_ha": 0.3313,
  "total_charge": 0,
  "smiles": "CCc1ccc(O)cc1.O"
}

(8)
{
  "formula": "C8H12OS",
  "method": "ωB97M-V/def2-TZVPD",
  "species": ["C", "C", "C", "C", "C", "C", "C", "C", "O", "S", "H", "H", "H", "H", "H", "H", "H", "H", "H", "H", "H", "H"],
  "xyz": [[0.776, 0.326, -0.405], [1.101, -0.940, -0.071], [-0.666, 0.433, -0.227], [-1.093, -0.874, 0.315], [1.667, 1.405, -0.915], [2.367, -1.695, -0.241], [-1.610, 2.106, 0.101], [-2.163, -1.164, 1.320], [0.036, -1.663, 0.422], [-1.636, -0.560, -1.424], [2.319, 1.031, -1.702], [2.290, 1.797, -0.111], [1.067, 2.218, -1.314], [2.200, -2.504, -0.953], [2.682, -2.141, 0.700], [3.147, -1.042, -0.618], [-2.645, 1.819, 0.074], [-1.307, 2.737, -0.715], [-1.262, 2.433, 1.067], [-2.392, -2.229, 1.303], [-3.060, -0.601, 1.077], [-1.818, -0.893, 2.316]],
  "homo_lumo_gap_ha": 0.3255,
  "total_charge": 0
}

(9)
{
  "formula": "C8H13BN2Sn",
  "method": "ωB97M-V/def2-TZVPD",
  "species": ["C", "C", "C", "C", "C", "Sn", "N", "C", "C", "H", "H", "H", "H", "H", "H", "H", "H", "H", "H", "B", "C", "N", "H", "H", "H"],
  "xyz": [[0.396, -2.455, -1.296], [-0.447, -1.656, -2.098], [-1.508, -1.147, -1.277], [-1.305, -1.703, 0.075], [-0.108, -2.495, 0.023], [-0.216, 0.363, -0.018], [1.696, 0.162, 0.717], [2.236, 1.255, -0.141], [1.116, 1.665, -1.100], [-2.414, -0.651, -1.610], [-0.371, -1.514, -3.175], [-2.048, -1.682, 0.866], [0.282, -3.089, 0.849], [1.265, -3.013, -1.654], [1.248, 1.298, -2.114], [2.606, 2.131, 0.430], [2.130, 0.026, 1.629], [0.847, 2.715, -1.059], [3.108, 0.878, -0.710], [-2.411, 2.635, 3.521], [-1.841, 1.844, 2.354], [-1.403, 1.233, 1.444], [-2.663, 3.760, 3.126], [-1.582, 2.665, 4.412], [-3.426, 2.076, 3.895]],
  "homo_lumo_gap_ha": 0.3320,
  "total_charge": 0
}

(10)
{
  "formula": "C8H13BeN3O3",
  "method": "ωB97M-V/def2-TZVPD",
  "species": ["O", "C", "Be", "C", "C", "O", "O", "C", "N", "C", "C", "N", "N", "C", "C", "H", "H", "H", "H", "H", "H", "H", "H", "H", "H", "H", "H", "H"],
  "xyz": [[0.332, 1.375, -4.618], [0.333, 0.710, -3.649], [0.228, -0.276, -2.273], [1.649, -0.903, -3.305], [-0.973, -1.181, -3.241], [2.511, -1.225, -4.035], [-1.689, -1.629, -4.030], [2.370, -0.196, 1.430], [0.925, 0.023, 1.601], [0.459, -0.137, 2.987], [0.116, 0.017, 0.523], [0.675, -0.226, -0.693], [-1.202, 0.298, 0.638], [-1.786, 0.977, 1.758], [-2.075, 0.138, -0.522], [2.818, -0.117, 2.428], [2.782, 0.600, 0.799], [2.591, -1.193, 0.993], [0.268, 0.847, 3.426], [-0.437, -0.765, 3.059], [1.271, -0.608, 3.549], [1.662, -0.391, -0.501], [-2.680, 1.486, 1.409], [-2.083, 0.296, 2.576], [-1.115, 1.740, 2.161], [-1.813, 0.871, -1.306], [-2.029, -0.874, -0.964], [-3.107, 0.345, -0.200]],
  "homo_lumo_gap_ha": 0.2225,
  "total_charge": 2
}

(11)
{
  "formula": "C8H13BrNO5",
  "method": "ωB97M-V/def2-TZVPD",
  "species": ["C", "O", "C", "O", "C", "N", "C", "C", "O", "O", "C", "C", "C", "O", "Br", "H", "H", "H", "H", "H", "H", "H", "H", "H", "H", "H", "H", "H"],
  "xyz": [[0.944, -4.125, -2.984], [0.507, -2.776, -2.654], [0.155, -2.585, -1.352], [0.316, -3.357, -0.450], [-0.081, -0.991, -1.078], [-0.012, -0.775, 0.353], [-0.047, 0.414, 0.806], [-0.186, 1.652, -0.106], [-1.005, 1.538, -0.992], [0.587, 2.600, 0.144], [0.497, 3.814, -0.614], [-0.139, 0.771, 2.265], [-1.558, 1.330, 2.496], [0.142, -0.351, 3.056], [1.315, 2.239, 2.941], [0.345, -4.870, -2.587], [1.902, -4.272, -2.365], [1.055, -4.094, -4.045], [-1.060, -0.738, -1.495], [0.526, -0.436, -1.722], [-0.128, -1.592, 0.972], [0.859, 4.793, -0.036], [-0.602, 3.992, -0.616], [0.938, 3.611, -1.632], [-2.223, 0.626, 2.199], [-1.724, 2.301, 1.937], [-1.632, 1.287, 3.620], [0.309, -0.005, 3.939]],
  "homo_lumo_gap_ha": 0.3211,
  "total_charge": 1,
  "smiles": "COC(=O)C/[NH+]=C(\\C(=O)OC)[C@@](C)(O)Br"
}

(12)
{
  "formula": "C8H13ClN3O2",
  "method": "ωB97M-V/def2-TZVPD",
  "species": ["C", "C", "C", "C", "C", "C", "C", "C", "N", "N", "N", "O", "O", "Cl", "H", "H", "H", "H", "H", "H", "H", "H", "H", "H", "H", "H", "H"],
  "xyz": [[1.638, 1.486, -1.270], [-0.536, 0.468, 0.236], [1.934, -0.721, -0.185], [-1.291, 0.478, -2.033], [-2.592, -0.770, -0.332], [-1.973, 1.546, 1.866], [3.410, -2.266, 0.459], [1.553, 0.748, -0.040], [1.730, 2.118, -2.203], [-1.472, 0.223, -0.642], [-0.729, 0.918, 1.458], [1.355, -1.570, -0.765], [3.054, -0.917, 0.465], [2.162, 1.670, 1.278], [-0.804, -0.425, -2.378], [-2.194, 0.607, -2.509], [-0.641, 1.286, -2.271], [-3.508, -0.577, -0.810], [-2.331, -1.836, -0.521], [-2.574, -0.739, 0.726], [-2.197, 1.041, 2.848], [-2.884, 1.210, 1.345], [-1.739, 2.602, 1.992], [3.622, -2.670, -0.582], [2.607, -2.964, 0.798], [4.370, -2.361, 1.057], [0.030, 1.416, 2.011]],
  "homo_lumo_gap_ha": 0.3355,
  "total_charge": 1
}

Relative energy (zero: lowest compared OMol25 entry of this formula, charge and spin)? In order: 496.1; 286.1; 390.4; 27.5; 210.9; 573.4; 39.5; 128.7; 0.0; 0.0; 0.0; 101.1 kJ/mol.